Computed, not measured: C21H62AlBClN16O36S as an isolated structure, with the ωB97M-V functional and the def2-TZVPD basis.

Geometry as XYZ:
```
139
Properties=species:S:1:pos:R:3:forces:R:3
O 1.9215 -1.9363 5.0521 -5.3014 -1.0555 -0.6335
S 0.5019 -2.5391 4.9267 6.6065 -4.0894 0.6653
O 0.6265 -4.0903 5.1659 -1.7671 5.5336 -0.9729
Cl -0.6162 -1.7029 6.5261 0.1966 -0.3615 -1.1271
C -0.3435 -2.1755 3.2682 -2.6317 0.3086 -1.1374
C -0.8364 -0.6193 3.1188 0.1187 1.1206 1.2398
C 0.3658 0.4943 3.0941 0.8059 -0.0316 1.3758
C 1.6960 0.0680 2.2374 -0.1675 1.2077 0.8231
Al 1.3293 -0.7020 0.3732 0.6098 1.1758 -0.0929
C -0.5275 -0.2896 -0.3936 -1.7002 -0.4472 -1.0035
B -1.4679 -1.6650 -0.5244 0.0831 1.1761 0.6010
O -2.9405 -1.4730 -0.3628 1.3112 -0.9171 1.8729
O -0.9424 -3.0279 -0.7381 -0.5164 2.1556 2.2853
H -1.3369 -2.8375 3.2806 2.2538 1.2029 0.3461
H 0.2917 -2.5830 2.3659 -0.3980 0.8903 2.1561
H -1.4874 -0.3834 4.0909 1.2159 -0.5921 -2.0901
H -1.5358 -0.4017 2.2062 1.4012 -1.1257 1.4755
H 0.7253 0.6256 4.2244 -0.9842 -0.1680 -2.1878
H -0.0823 1.5567 2.7888 0.9228 -2.4721 0.4369
H 2.3956 -0.6772 2.8146 -1.6003 1.6219 -0.7443
H 2.3188 1.0722 2.0683 -1.2193 -2.1083 0.3930
H 1.6879 -2.2639 0.4248 -0.5424 -0.8816 0.1409
H 2.4073 -0.0468 -0.6242 0.0471 0.0451 -0.2122
H -0.3770 0.0870 -1.5136 -0.0824 -0.8138 2.3401
H -1.0991 0.5903 0.1617 0.8870 -1.7891 -1.2040
H -3.1764 -1.4216 0.6291 0.6256 -0.0746 -2.4801
H -0.3252 -3.1791 0.0608 -0.6681 0.4711 -2.0722
C 4.4753 -3.2462 2.9218 -0.0911 0.4873 -0.1118
N 4.4268 -2.6644 1.5532 -0.1351 1.0391 -0.5792
O 4.0119 -1.5045 1.4457 1.1348 -1.9921 -0.1618
O 4.8065 -3.3884 0.6256 -0.4715 0.8861 0.8980
H 4.1142 -2.5022 3.6350 0.0313 -0.1325 -0.2354
H 3.8330 -4.1292 2.9273 0.3298 0.6879 -0.1893
H 5.5141 -3.5091 3.1314 -0.2014 -0.0347 -0.1368
C 5.1212 -7.4556 3.8286 0.2684 -0.0768 0.0595
N 4.6870 -6.0721 4.1624 -0.2474 0.6181 0.2595
O 5.4497 -5.3920 4.8586 -1.2245 -0.6349 -0.8832
O 3.5928 -5.7081 3.7162 1.4344 -1.2385 1.1807
H 6.0965 -7.6393 4.2844 -0.2212 0.2261 -0.0722
H 4.3726 -8.1417 4.2299 0.1953 0.3941 -0.2573
H 5.1840 -7.5278 2.7409 -0.1847 0.0012 0.1801
C -5.0460 -1.1305 -2.8885 0.2140 -0.1894 -0.2018
N -5.7457 0.1713 -3.0600 -0.2662 0.5738 -0.0517
O -5.9239 0.5700 -4.2169 0.0442 -0.1387 1.5654
O -6.0961 0.7562 -2.0285 0.2712 -0.5922 -1.6616
H -4.7972 -1.5304 -3.8738 -0.1795 0.2262 0.1858
H -4.1401 -0.9438 -2.3082 -0.2423 -0.0679 0.1728
H -5.7251 -1.8024 -2.3598 0.1902 0.2106 0.0518
C -1.0521 0.8891 -5.5067 -0.0473 -0.3073 -0.2690
N -0.4433 1.2928 -4.2104 0.5631 0.2889 0.7899
O 0.7458 1.6318 -4.2248 -1.7339 -0.3472 0.2268
O -1.1762 1.2578 -3.2151 1.0418 0.2630 -1.4620
H -0.2967 0.9676 -6.2914 -0.1148 0.0361 0.2870
H -1.3944 -0.1425 -5.4028 0.0337 0.1780 0.0887
H -1.8855 1.5663 -5.7043 0.2942 -0.4565 0.1780
C 3.6498 -11.4035 5.7108 -0.1422 0.0916 0.3589
N 3.6014 -10.8217 4.3423 -0.0464 0.2539 -0.9872
O 3.1865 -9.6618 4.2347 0.3235 -1.9122 -0.1157
O 3.9811 -11.5457 3.4146 -0.5692 1.2401 1.2647
H 3.2887 -10.6595 6.4240 0.1761 -0.1390 -0.2835
H 3.0076 -12.2865 5.7164 0.2367 0.0808 -0.0960
H 4.6886 -11.6664 5.9205 -0.2186 -0.0502 -0.1082
C -2.4457 5.5752 -6.9814 -0.2439 0.1220 0.1632
N -1.8884 4.2022 -6.8470 0.2402 -0.8613 0.4037
O -2.2187 3.5526 -5.8480 0.5050 1.1883 -1.6367
O -1.1351 3.8154 -7.7479 -0.9449 0.3354 1.2430
H -3.0878 5.7815 -6.1225 0.2253 -0.1773 -0.1694
H -1.6046 6.2708 -7.0100 -0.1584 -0.1536 -0.1518
H -3.0203 5.6081 -7.9093 0.3000 0.0722 0.1586
C 3.3920 3.5317 3.4675 0.2636 -0.2534 0.0848
N 2.0538 4.0884 3.8040 -0.7552 -0.1879 0.2043
O 1.1973 3.2955 4.2123 1.0600 1.6014 -0.4609
O 1.9010 5.3056 3.6487 -0.1242 -1.3889 0.2788
H 3.3830 2.4552 3.6510 -0.1814 0.2353 -0.1027
H 3.5803 3.7414 2.4126 -0.0396 0.0023 0.3014
H 4.1251 4.0261 4.1080 -0.2489 0.0843 -0.2725
C 6.1435 2.6466 6.9688 -0.1351 0.0777 0.3540
N 6.0951 3.2285 5.6002 0.1522 0.1501 -0.9244
O 5.6802 4.3883 5.4927 0.6481 -1.4415 -0.0301
O 6.4748 2.5044 4.6726 -0.6458 1.3083 1.2624
H 5.7824 3.3906 7.6819 0.1477 -0.1168 -0.2981
H 5.5013 1.7636 6.9743 0.2299 0.0584 -0.1086
H 7.1823 2.3837 7.1784 -0.2175 -0.0725 -0.1336
C 0.3883 5.2216 -0.0903 -0.1818 0.1569 -0.1660
N 1.7070 4.5575 0.0942 1.0175 -0.5920 0.1211
O 2.6118 4.8682 -0.6892 -1.1225 -0.5128 1.2378
O 1.7965 3.7430 1.0203 -0.1037 1.2713 -1.6378
H 0.4543 5.9088 -0.9365 0.1258 -0.2329 0.2015
H -0.3496 4.4406 -0.2844 0.1473 0.0784 0.1694
H 0.1607 5.7635 0.8298 0.0326 -0.2421 -0.0662
C -3.3378 5.3759 -11.2250 0.3643 -0.1205 0.0513
N -4.1216 6.3620 -10.4331 -0.7532 0.4778 0.2022
O -3.4991 7.0637 -9.6275 -1.0505 -0.7003 -0.8557
O -5.3395 6.4036 -10.6424 1.7978 0.1627 0.5466
H -2.2864 5.4488 -10.9391 -0.5171 0.0478 -0.0639
H -3.7313 4.3831 -10.9974 -0.0944 0.2050 -0.1400
H -3.4684 5.6226 -12.2806 -0.1053 -0.1069 0.2070
C 1.1606 5.8703 -9.3318 -0.0337 0.2482 0.2341
N 0.6424 5.1897 -10.5493 0.0471 -0.8478 -0.7049
O -0.3432 5.6917 -11.1021 1.4276 -0.7438 0.4233
O 1.2397 4.1709 -10.9156 -1.1704 1.7326 0.4311
H 0.5424 6.7470 -9.1271 0.0848 -0.2508 -0.1812
H 1.1041 5.1574 -8.5067 0.1038 0.0351 -0.2219
H 2.1927 6.1645 -9.5329 -0.1581 -0.1908 0.0489
C -9.3154 1.1795 -4.0988 -0.1690 0.0976 0.0994
N -10.1357 -0.0466 -3.9047 -0.4787 -0.6448 0.2416
O -11.1929 0.0736 -3.2747 1.2903 -0.5199 -0.8784
O -9.6950 -1.0951 -4.3899 -0.8254 1.2756 0.7463
H -9.8211 2.0220 -3.6223 0.0473 -0.3474 -0.1596
H -8.3426 1.0018 -3.6359 -0.1014 -0.0047 -0.2722
H -9.2196 1.3450 -5.1739 0.0683 -0.2059 0.3658
C 2.8756 5.6308 9.3299 -0.1634 0.2527 -0.2264
N 4.1942 4.9667 9.5145 0.9054 -0.4006 0.1457
O 5.0990 5.2774 8.7310 -1.1031 -0.5605 1.2392
O 4.2837 4.1522 10.4405 0.0617 1.1082 -1.3931
H 2.9415 6.3180 8.4837 0.1039 -0.2394 0.1940
H 2.1377 4.8498 9.1358 0.1422 0.1165 0.1607
H 2.6480 6.1727 10.2501 0.0131 -0.2397 -0.1065
C 1.0089 -7.9843 7.7228 -0.1479 0.3122 -0.2682
N 2.3275 -8.6484 7.9073 0.8611 -0.1352 -0.0294
O 3.2323 -8.3377 7.1239 -1.0866 -0.6892 1.2839
O 2.4170 -9.4629 8.8334 0.1232 0.9201 -1.3077
H 1.0748 -7.2971 6.8766 0.0988 -0.1758 0.1941
H 0.2709 -8.7653 7.5287 0.1489 0.1065 0.1772
H 0.7812 -7.4424 8.6429 0.0179 -0.2245 -0.1201
C 0.9064 -5.2090 -1.7427 0.0903 0.0822 -0.2770
N 0.6479 -6.6553 -1.5073 -0.0790 -0.7215 0.1526
O 1.0036 -7.4448 -2.3899 -0.5958 0.6521 1.2749
O 0.0950 -6.9571 -0.4432 0.7836 0.1385 -1.5862
H 1.3946 -5.0907 -2.7123 -0.0875 -0.1820 0.2688
H -0.0574 -4.6959 -1.7310 0.2448 -0.0728 0.1846
H 1.5548 -4.8551 -0.9386 -0.2263 0.0364 -0.0456
C -7.5002 5.4226 -5.2775 0.0196 0.3327 0.0841
N -8.3205 4.1965 -5.0833 -0.5309 -0.8674 0.1165
O -9.3777 4.3167 -4.4534 1.3978 -0.3118 -0.9054
O -7.8798 3.1481 -5.5686 -0.6743 1.7229 0.6515
H -8.0059 6.2651 -4.8010 0.0398 -0.3124 -0.0904
H -6.5274 5.2449 -4.8146 -0.1491 -0.0724 -0.1838
H -7.4044 5.5881 -6.3525 0.0732 -0.1382 0.1890
```
Positions in Å, forces in eV/Å.

## Properties
Total charge   -1
Largest force on an atom   0.152 Eh/bohr
E_LUMO   0.5 eV
Orbital gap   5.5 eV